81
Properties=species:S:1:pos:R:3:forces:R:3 method="wB97M-V/def2-TZVPD" lumo_energy_ev="-2.32 / -2.33" spin_multiplicity=2 homo_lumo_gap_ev="7.798 / 8.185" total_charge=+1 relative_energy_kj_mol=202.26
Ru 0.217 -0.864 0.096 0.55 -0.23 0.65
C 0.680 1.080 0.713 0.04 0.17 -0.22
Si -0.240 2.249 -0.375 0.14 0.05 0.03
C -1.933 1.576 0.061 -0.26 0.14 0.02
N -1.930 0.087 -0.049 0.11 -0.34 -0.44
C -2.298 -0.296 -1.474 -0.11 0.08 0.03
C -3.683 -0.915 -1.601 -0.02 -0.01 -0.04
C -4.725 -0.078 -0.868 -0.01 0.00 0.00
C -4.353 0.083 0.618 0.04 0.10 0.01
C -2.948 -0.442 0.902 -0.08 0.07 0.13
C 0.041 2.077 -2.218 -0.05 -0.03 -0.11
C 0.819 1.090 -2.825 0.04 0.00 -0.02
C 0.864 0.953 -4.208 -0.01 0.02 0.03
C 0.128 1.806 -5.015 0.00 0.00 0.00
C -0.648 2.801 -4.435 0.00 0.00 0.00
C -0.689 2.931 -3.056 0.00 -0.02 0.00
C -0.091 4.049 0.102 0.04 0.07 0.10
C -0.570 4.476 1.346 -0.03 0.02 -0.04
C -0.395 5.782 1.777 0.00 -0.01 -0.01
C 0.276 6.691 0.969 0.00 0.02 0.01
C 0.767 6.289 -0.264 -0.01 -0.03 0.00
C 0.584 4.980 -0.691 -0.02 0.01 0.00
H 0.247 1.135 1.716 -0.01 0.16 0.02
H 1.752 1.234 0.819 0.02 0.03 0.16
H -2.756 2.005 -0.520 -0.02 -0.08 0.06
H -2.123 1.831 1.107 0.05 0.05 -0.01
H -1.550 -0.974 -1.883 0.01 -0.01 0.04
H -2.260 0.616 -2.070 0.07 -0.01 -0.02
H -3.667 -1.939 -1.226 -0.01 0.02 0.02
H -3.924 -0.965 -2.665 0.02 -0.04 0.00
H -5.709 -0.534 -0.971 0.00 0.01 -0.01
H -4.790 0.904 -1.344 0.00 0.00 -0.01
H -5.048 -0.463 1.257 0.02 -0.03 0.00
H -4.425 1.131 0.912 -0.06 -0.03 0.03
H -2.944 -1.525 0.849 -0.11 0.08 -0.05
H -2.634 -0.147 1.905 0.05 -0.03 0.00
H 1.401 0.399 -2.228 -0.03 0.00 0.06
H 1.474 0.176 -4.652 0.00 0.00 0.00
H 0.160 1.700 -6.092 0.00 0.00 0.00
H -1.220 3.476 -5.059 0.00 0.00 0.00
H -1.305 3.713 -2.623 0.00 0.00 0.00
H -1.094 3.780 1.994 0.02 0.00 0.01
H -0.780 6.093 2.739 0.00 0.00 0.00
H 0.416 7.711 1.303 -0.01 0.00 0.00
H 1.290 6.996 -0.895 0.00 0.00 0.00
H 0.971 4.684 -1.659 0.01 -0.01 0.00
C 0.070 -2.126 4.332 0.08 -0.08 0.00
C 0.125 -2.054 2.836 -0.14 -0.26 -0.10
N 0.987 -1.383 2.155 -0.31 0.45 -0.21
O 1.952 -0.647 2.811 0.04 -0.08 -0.02
C -0.846 -2.771 2.021 0.07 0.21 0.25
C -1.680 -3.884 2.565 -0.04 0.01 0.02
N -0.913 -2.403 0.765 -0.10 -0.36 -0.09
O -1.708 -2.999 -0.041 0.14 -0.04 -0.01
H 0.308 -1.171 4.806 -0.02 0.02 -0.01
H 0.760 -2.878 4.720 0.02 0.02 0.00
H -0.933 -2.395 4.654 0.01 -0.02 0.00
H 1.742 -0.623 3.757 0.01 -0.01 0.00
H -1.075 -4.586 3.142 -0.01 0.02 0.01
H -2.152 -4.410 1.740 0.02 -0.01 -0.01
H -2.472 -3.513 3.221 -0.01 0.00 -0.01
C 4.909 -0.564 0.736 0.00 0.01 0.01
N 4.370 -1.822 0.234 0.03 0.00 0.07
C 5.264 -2.967 0.118 0.01 0.02 -0.05
C 3.074 -1.877 -0.127 -0.06 -0.01 -0.32
N 2.316 -0.847 -0.318 0.15 -0.13 0.16
N 2.556 -3.153 -0.298 -0.07 0.06 0.10
C 1.340 -3.430 -0.900 0.14 -0.03 -0.03
N 1.048 -4.745 -1.008 -0.03 -0.01 -0.04
N 0.581 -2.486 -1.332 -0.34 0.08 -0.18
H 5.792 -0.779 1.333 0.01 0.00 -0.01
H 4.177 -0.079 1.383 -0.01 -0.01 -0.01
H 5.192 0.114 -0.073 0.01 0.00 -0.01
H 5.178 -3.649 0.969 0.00 0.00 0.01
H 6.288 -2.605 0.085 0.00 0.00 0.00
H 5.085 -3.510 -0.809 -0.01 -0.01 0.01
H 2.815 0.030 -0.283 0.04 0.00 0.06
H 3.052 -3.916 0.127 0.00 0.00 0.01
H 1.646 -5.460 -0.634 0.02 0.00 -0.04
H 0.094 -4.995 -1.210 0.00 -0.01 0.03
H -0.292 -2.857 -1.695 -0.01 -0.02 -0.01

***

16
Properties=species:S:1:pos:R:3:forces:R:3 method="wB97M-V/def2-TZVPD" lumo_energy_ev=-3.46 spin_multiplicity=1 homo_lumo_gap_ev=9.499 total_charge=+1 relative_energy_kj_mol=229.92
C 1.415 1.377 -0.930 -0.18 -0.11 -2.06
N 1.177 -0.101 -0.931 -0.56 -0.52 1.11
H 0.745 1.857 -0.234 0.34 -0.12 0.65
H 1.060 1.718 -1.907 0.18 0.06 0.07
H 2.472 1.601 -0.878 -0.03 0.06 0.46
H 1.292 -0.661 -1.778 0.26 0.70 -0.31
H 1.709 -0.585 -0.204 -0.06 0.13 0.10
H 0.182 -0.220 -0.642 -0.05 -0.21 -0.05
C -1.794 0.134 0.056 -0.19 -0.09 0.37
C -1.472 -0.829 0.948 -0.32 -2.05 -0.33
N -0.217 -1.158 1.521 0.33 2.24 2.01
H -2.475 -0.194 -0.723 -1.02 0.45 0.72
H -1.659 1.207 0.162 1.11 -0.13 -0.47
H -2.224 -1.592 1.214 0.37 -0.23 -1.33
H -0.082 -0.514 2.317 0.68 0.18 -0.50
H -0.127 -2.042 2.010 -0.85 -0.36 -0.44

***

58
Properties=species:S:1:pos:R:3:forces:R:3 method="wB97M-V/def2-TZVPD" lumo_energy_ev="-3.31 / -5.01" spin_multiplicity=5 homo_lumo_gap_ev="6.262 / 5.982" total_charge=+1 relative_energy_kj_mol=39.16
Ir -0.708 1.467 -0.867 -0.72 0.11 -0.43
N -4.358 0.859 1.320 -0.03 0.01 -0.01
C -3.296 0.724 0.501 0.04 0.24 -0.28
S -3.042 1.990 -0.699 -0.09 -0.09 0.07
N -2.536 -0.314 0.653 0.01 -0.15 0.22
N -1.439 -0.356 -0.178 0.03 0.19 0.25
C -0.926 -1.516 -0.434 0.07 -0.04 -0.14
C -1.503 -2.825 -0.086 -0.08 -0.05 -0.03
C -2.883 -3.043 0.000 0.00 -0.05 -0.10
C -3.369 -4.303 0.301 0.04 0.00 -0.01
C -2.495 -5.356 0.535 -0.05 -0.02 0.01
C -1.126 -5.154 0.447 0.04 0.01 0.00
C -0.634 -3.901 0.127 -0.03 0.06 0.05
C 0.336 -1.478 -1.182 -0.08 -0.16 -0.14
C 0.513 -2.009 -2.410 0.15 0.08 0.08
C 1.434 -1.511 -3.380 -0.03 0.05 -0.07
C 1.557 -0.154 -3.677 -0.06 -0.16 0.12
C 0.676 0.858 -3.306 0.02 0.10 -0.27
N -0.509 0.796 -2.672 0.29 -0.09 0.19
H -5.040 1.572 1.129 0.00 0.00 0.00
H -4.610 0.092 1.920 0.01 0.00 0.01
H -3.570 -2.234 -0.193 0.01 -0.02 0.01
H -4.437 -4.466 0.351 0.00 0.01 0.00
H -2.883 -6.337 0.776 0.01 0.01 0.00
H -0.442 -5.975 0.620 0.00 0.01 0.00
H 0.434 -3.748 0.049 0.03 -0.01 -0.01
H -0.145 -2.838 -2.659 0.07 -0.06 0.03
H 1.977 -2.223 -3.991 -0.07 0.00 -0.06
H 2.334 0.147 -4.369 0.01 0.00 0.00
H 0.888 1.860 -3.692 0.03 0.00 0.05
C 3.580 -0.746 -0.367 0.00 -0.07 -0.01
C 2.203 -0.431 0.097 0.33 -0.15 -0.30
O 1.232 -0.453 -0.758 -0.31 0.12 0.07
N 1.996 -0.017 1.308 -0.12 0.16 0.39
C 0.710 0.145 2.020 0.08 0.10 -0.01
C 0.209 1.565 2.177 0.01 0.05 -0.04
C 0.400 2.185 3.400 0.09 -0.04 0.02
C -0.054 3.477 3.606 -0.02 0.06 0.00
C -0.696 4.120 2.566 0.01 0.01 0.01
C -0.866 3.443 1.374 0.02 -0.09 0.00
N -0.439 2.187 1.175 -0.11 0.11 0.22
H 3.538 -1.140 -1.379 -0.01 0.01 -0.01
H 4.047 -1.471 0.300 -0.01 0.00 0.00
H 4.186 0.162 -0.347 0.01 0.00 0.00
H 2.836 0.186 1.840 -0.02 0.02 0.00
H 0.887 -0.247 3.020 0.00 -0.06 0.00
H -0.034 -0.485 1.556 -0.04 -0.03 -0.11
H 0.910 1.652 4.192 -0.01 0.00 -0.01
H 0.094 3.965 4.560 0.00 0.00 -0.01
H -1.067 5.130 2.661 0.00 -0.01 0.00
H -1.362 3.912 0.537 -0.01 -0.01 -0.01
O 0.223 3.244 -1.586 0.03 -0.24 0.12
N 1.206 3.007 -0.775 0.58 -0.28 0.70
C 2.452 3.179 -1.083 -0.21 0.38 -0.52
C 2.915 3.680 -2.349 0.07 -0.10 0.09
N 3.278 4.041 -3.377 -0.04 0.01 0.01
C 3.358 2.758 -0.054 0.14 0.06 -0.23
N 4.061 2.330 0.749 -0.08 0.01 0.10

***

45
Properties=species:S:1:pos:R:3:forces:R:3 method="wB97M-V/def2-TZVPD" lumo_energy_ev="-2.74 / -5.79" spin_multiplicity=5 homo_lumo_gap_ev="7.049 / 6.205" total_charge=+1
Ir -0.100 -0.286 0.476 0.00 0.00 -0.06
C -3.108 -3.039 -3.579 -0.02 0.01 -0.01
C -3.691 -3.001 -2.173 -0.05 0.03 0.00
N -2.717 -3.380 -1.158 0.14 0.05 0.03
C -1.839 -2.556 -0.592 -0.03 0.00 -0.02
S -1.839 -0.866 -0.950 -0.06 0.00 0.00
N -0.968 -3.125 0.262 0.12 0.01 0.05
N -0.142 -2.270 0.822 -0.21 -0.03 -0.08
C 0.828 -2.783 1.721 0.07 -0.02 0.06
C 0.900 -4.229 2.043 0.04 -0.01 0.04
C 1.660 -1.805 2.250 0.02 -0.11 0.02
C 2.686 -2.065 3.192 -0.02 0.01 -0.01
C 3.441 -1.033 3.679 -0.02 0.01 -0.02
C 3.188 0.274 3.239 0.01 -0.04 0.01
C 2.188 0.491 2.315 0.05 0.05 0.01
N 1.445 -0.504 1.821 -0.05 0.01 -0.01
H -3.875 -2.765 -4.302 0.00 0.01 0.00
H -2.751 -4.038 -3.826 0.00 -0.01 0.00
H -2.279 -2.338 -3.677 0.01 0.00 0.00
H -4.534 -3.685 -2.076 0.02 -0.01 -0.02
H -4.056 -2.004 -1.925 0.00 -0.01 -0.01
H -2.590 -4.359 -0.944 -0.02 0.00 0.05
H 0.207 -4.792 1.429 -0.01 -0.02 -0.02
H 0.650 -4.403 3.093 0.00 0.00 0.00
H 1.909 -4.611 1.876 0.00 0.00 0.01
H 2.853 -3.081 3.519 0.00 0.00 0.00
H 4.224 -1.224 4.400 0.00 0.00 0.00
H 3.755 1.115 3.608 0.00 0.00 0.00
H 1.951 1.486 1.966 0.01 0.02 0.01
O 0.939 1.062 -1.962 -0.04 0.21 0.09
C 0.512 1.935 -1.242 0.06 -0.13 -0.13
N -0.027 1.613 0.018 0.03 -0.01 -0.02
S -0.533 2.968 0.883 -0.06 -0.01 -0.01
O 0.348 3.116 2.002 0.01 0.04 0.04
O -1.941 2.888 1.092 0.01 0.00 0.00
C -0.113 4.080 -0.414 -0.02 0.01 0.04
C -0.289 5.449 -0.426 0.02 0.01 -0.01
C 0.125 6.127 -1.565 -0.01 0.00 0.02
C 0.694 5.451 -2.642 0.01 -0.03 -0.01
C 0.863 4.075 -2.613 -0.01 -0.02 0.04
C 0.447 3.394 -1.479 0.03 -0.05 -0.08
H -0.730 5.970 0.413 -0.01 0.00 0.00
H 0.002 7.201 -1.616 0.00 0.00 0.00
H 1.006 6.011 -3.514 0.00 0.00 0.00
H 1.300 3.536 -3.442 0.00 0.00 0.00

***

20
Properties=species:S:1:pos:R:3:forces:R:3 method="wB97M-V/def2-TZVPD" lumo_energy_ev=0.45 spin_multiplicity=1 homo_lumo_gap_ev=9.240 relative_energy_kj_mol=313.15
C 0.831 2.138 0.012 1.68 1.22 -0.36
C -0.501 2.562 -0.094 0.07 1.00 1.21
C 1.238 0.810 0.196 0.74 0.07 0.12
C -1.429 1.570 0.137 -2.11 1.27 -1.22
C 0.272 -0.167 0.241 -1.00 0.30 0.59
C -1.067 0.256 0.213 -0.06 -1.41 -0.59
C 0.535 -1.605 0.376 1.97 1.22 -0.91
C 1.776 -2.045 0.319 -1.29 0.17 0.45
C 3.044 -2.211 0.150 1.32 -0.30 2.37
O -2.646 -1.078 -1.396 -1.19 0.04 -0.79
O -3.483 -0.062 0.814 -2.11 0.65 0.33
S -2.491 -0.922 0.237 1.78 -0.52 0.37
H 1.648 2.880 -0.072 -0.61 -0.34 0.08
H -0.905 3.658 -0.125 1.38 -2.16 -0.21
H 2.296 0.419 0.324 -1.25 1.23 -0.34
H -2.506 1.883 0.074 1.09 -0.76 0.35
H -0.384 -2.048 0.185 -0.88 -2.28 0.28
H 3.884 -2.323 0.905 -1.61 0.07 -0.54
H -3.523 -1.479 -1.682 1.48 0.58 0.91
H 3.411 -2.235 -0.816 0.61 -0.06 -2.10

***

91
Properties=species:S:1:pos:R:3:forces:R:3 method="wB97M-V/def2-TZVPD" lumo_energy_ev=2.11 spin_multiplicity=1 homo_lumo_gap_ev=5.889 total_charge=-1 relative_energy_kj_mol=75.45
Tl -0.350 -0.038 -0.048 0.13 -0.04 -0.10
C -0.675 -2.404 3.933 0.22 -0.41 -0.28
C -1.470 -1.121 4.004 1.06 -1.21 -1.18
N -1.951 -0.682 2.860 -0.35 0.59 1.66
C -2.682 0.463 3.101 1.11 0.02 3.61
C -2.660 0.870 4.453 0.25 -0.58 -1.84
S -1.748 -0.174 5.469 -0.26 -0.34 -2.16
C -3.553 1.070 2.155 -1.65 0.37 -1.07
C -4.394 2.118 2.432 0.70 0.74 0.02
S -5.517 2.378 1.166 0.68 -1.07 -0.50
C -4.809 0.984 0.323 1.25 0.06 0.54
N -3.798 0.433 0.949 -0.90 0.83 0.11
C -5.181 0.506 -1.028 -1.36 0.03 -0.40
H 0.268 -2.329 3.336 -0.65 0.28 0.57
H -1.245 -3.174 3.398 -0.15 0.40 -0.13
H -0.490 -2.869 4.890 0.33 0.23 0.51
H -3.155 1.726 4.821 -0.41 0.60 0.48
H -4.255 2.874 3.215 -0.34 -0.61 -0.29
H -5.098 1.287 -1.787 0.08 0.04 0.10
H -6.233 0.166 -1.037 0.32 0.16 -0.04
H -4.575 -0.341 -1.322 0.32 -0.09 0.18
C 0.591 -2.093 -3.399 -0.70 0.14 -0.15
O -0.660 -1.538 -2.870 0.57 -0.77 -0.87
C -1.839 -2.335 -3.055 -0.11 0.12 -0.89
C -2.188 -3.257 -1.915 0.32 0.33 0.04
O -2.718 -2.455 -0.848 0.76 -0.87 0.06
C -2.852 -3.191 0.369 -1.09 -0.94 -1.13
H 0.409 -2.802 -4.240 -0.18 0.40 0.53
H 1.104 -2.636 -2.594 0.06 0.31 -0.20
H 1.200 -1.260 -3.831 -0.50 -0.54 0.73
H -1.801 -3.003 -3.966 0.40 0.81 0.54
H -2.652 -1.598 -3.236 0.33 -0.46 0.22
H -1.296 -3.881 -1.677 -0.40 0.67 0.55
H -2.929 -3.972 -2.295 -0.42 0.06 0.14
H -3.638 -3.985 0.224 0.41 0.56 0.17
H -3.169 -2.514 1.132 -0.14 0.54 0.43
H -1.955 -3.709 0.669 0.66 0.07 -0.05
C 3.785 -0.225 1.051 0.25 0.94 -0.73
O 2.798 0.541 0.300 0.36 -0.24 0.93
Si 2.865 2.021 -0.562 0.13 0.20 -0.39
C 4.353 3.056 0.042 0.26 0.08 1.17
C 3.635 1.347 -2.197 -0.34 -0.77 -0.88
C 1.236 2.925 -0.517 0.23 -0.80 0.55
Si 0.146 3.287 -1.935 0.60 0.65 0.96
C 0.533 5.057 -2.529 -0.15 -0.36 -1.57
C -1.721 3.316 -1.715 -2.19 -0.03 0.99
C 0.216 2.113 -3.344 0.93 -1.67 -1.18
Si 0.838 3.761 1.099 -0.15 0.02 -0.29
C 1.420 2.683 2.571 1.29 0.27 -0.22
C -1.034 4.054 1.528 0.37 0.46 0.77
C 1.532 5.579 1.342 0.18 -1.26 -1.02
H 4.240 0.385 1.873 -0.34 -0.29 -0.66
H 4.608 -0.577 0.371 -0.65 0.31 0.53
H 3.313 -1.107 1.497 -0.13 0.24 -0.29
H 5.338 2.524 -0.121 -1.01 0.59 0.14
H 4.251 3.261 1.143 0.21 -0.13 -0.74
H 4.369 4.060 -0.437 0.03 -0.70 0.07
H 4.764 1.243 -2.158 -1.26 0.18 0.21
H 3.394 1.866 -3.170 0.18 -0.48 1.02
H 3.211 0.293 -2.234 0.52 1.06 -0.33
H 0.460 5.808 -1.745 0.03 0.00 0.09
H -0.102 5.356 -3.400 0.12 -0.04 0.65
H 1.550 5.051 -2.955 -0.06 0.12 0.40
H -2.097 4.357 -1.702 0.27 -0.19 0.71
H -2.184 2.746 -0.820 0.76 0.93 -1.30
H -2.286 2.993 -2.614 0.61 -0.48 0.22
H -0.266 1.109 -3.160 0.25 1.03 0.02
H 1.257 1.859 -3.654 -0.60 0.26 0.08
H -0.287 2.567 -4.210 0.04 -0.14 0.08
H 0.579 2.276 3.091 -0.85 -0.06 0.54
H 2.043 3.258 3.301 -0.40 -0.52 -0.45
H 1.963 1.778 2.237 0.08 0.61 0.06
H -1.639 3.137 1.552 0.13 0.14 -0.05
H -1.477 4.753 0.811 -0.10 -0.10 0.07
H -1.105 4.541 2.562 0.19 -0.61 -1.26
H 0.787 6.342 1.182 -0.43 0.24 0.13
H 2.358 5.809 0.658 -0.04 -0.20 0.09
H 1.913 5.599 2.340 0.23 0.38 0.86
C 3.843 -6.848 0.890 -0.05 0.36 -1.45
C 2.612 -6.188 0.319 0.24 0.31 -0.20
C 1.784 -6.865 -0.554 0.20 -0.42 -0.39
C 0.666 -6.168 -0.977 -0.48 -0.14 0.31
N 0.417 -4.915 -0.634 -0.28 -0.54 -0.16
C 1.314 -4.287 0.173 -0.41 -0.28 -0.85
S 1.020 -2.640 0.516 0.25 0.40 0.43
N 2.391 -4.919 0.648 0.56 -0.21 0.79
H 3.903 -7.886 0.535 -0.06 0.14 0.56
H 3.829 -6.708 1.951 0.23 -0.26 0.64
H 4.709 -6.328 0.459 -0.07 -0.04 0.34
H 2.045 -7.857 -0.930 -0.32 0.22 0.29
H -0.122 -6.708 -1.517 0.28 0.40 -0.22